1.
Density functional theory data (ωB97M-V/def2-TZVPD) for 2 unconnected molecules or ions with the total composition C3H8I2Si.

Structure (XYZ):
```
14
C3H8I2Si (ωB97M-V/def2-TZVPD)
C 0.3940 2.1924 1.5032
C -1.3289 -0.0341 -2.5166
C 0.3968 0.7095 1.1431
Si -1.7448 0.0136 -0.6178
I -2.7390 -2.0480 0.2641
I -2.8645 2.0269 0.1103
H 0.7356 2.4133 2.5953
H 1.0066 2.7589 0.8131
H -0.5340 2.7029 1.5232
H -2.1929 0.1737 -3.1832
H -0.7587 0.8577 -2.5844
H -0.7068 -0.9325 -2.8834
H 0.1365 0.0704 1.9969
H 1.0915 0.3247 0.4121
```

The value obtained for the frontier orbital gap (spin up / spin down) is 6.516 / 7.823 eV. The calculation puts the HOMO energy (spin up / spin down) at -6.171 / -9.581 eV. Its calculated total energy is -1003.90561 Eh. As for the spin multiplicity: 3.

2.
Density functional theory data (ωB97M-V/def2-TZVPD) for a molecular structure, C5H8O.

Structure (XYZ):
```
14
C5H8O (ωB97M-V/def2-TZVPD)
C 1.2767 -0.5186 0.9904
C 0.5349 0.0556 -0.1822
C -0.5877 -0.8220 -0.8011
C -1.4676 0.3696 -0.5612
C -0.4942 1.1599 0.2421
O -0.6637 2.0571 -0.7414
H 0.5682 -0.8157 1.7739
H 1.8686 -1.3915 0.7116
H 1.9366 0.2476 1.4077
H 1.1710 0.4423 -0.9837
H -0.8263 -1.6880 -0.1446
H -0.5035 -1.2011 -1.8228
H -2.3144 0.7021 -1.1335
H -0.5783 1.4375 1.2982
```

The value obtained for the frontier orbital gap (spin up / spin down) is 9.705 / 9.705 eV. The calculation puts the HOMO energy (spin up / spin down) at -9.240 / -9.241 eV. Its calculated total energy is -270.41646 Eh.

3.
Density functional theory data (ωB97M-V/def2-TZVPD) for a molecular structure, C5H9NO.

Structure (XYZ):
```
16
C5H9NO (ωB97M-V/def2-TZVPD)
C -1.6560 -0.0365 -0.5939
C -0.7664 -0.0477 0.6377
O 0.0432 -1.3237 0.6344
C 0.2852 0.9681 0.7064
C 1.7327 -0.7674 -0.0054
C 0.4914 1.8500 -0.3725
N 0.7289 2.4935 -1.3168
H -2.2803 0.8613 -0.5910
H -2.3185 -0.9103 -0.6192
H -1.0535 -0.0169 -1.5083
H -1.3531 -0.1222 1.5582
H -0.3978 -2.0461 0.1429
H 0.6035 1.3113 1.6862
H 2.3691 -0.3838 0.7811
H 1.7365 -0.1751 -0.9154
H 1.8957 -1.8313 -0.1837
```

The value obtained for the frontier orbital gap (spin up / spin down) is 7.798 / 7.798 eV. The calculation puts the HOMO energy (spin up / spin down) at -7.646 / -7.646 eV. Its calculated total energy is -325.74699 Eh.

4.
Density functional theory data (ωB97M-V/def2-TZVPD) for C24H23NO5 in the gas phase.

Structure (XYZ):
```
53
C24H23NO5 (ωB97M-V/def2-TZVPD)
C -6.5670 -3.3739 1.1874
O -5.9808 -2.2654 0.5227
C -6.6399 -1.1057 0.6344
O -7.6677 -0.9674 1.2522
C -5.9719 -0.0211 -0.0884
C -6.3430 1.2969 -0.2104
C -5.3624 1.9026 -1.0170
C -4.4642 0.9155 -1.3329
C -3.2275 0.9342 -2.1798
O -2.0785 0.4625 -1.5132
C -1.4963 1.2306 -0.5396
C -1.9559 2.4747 -0.1269
C -1.2781 3.1765 0.8586
C -0.1447 2.6496 1.4405
C 0.3235 1.4055 1.0290
C -0.3436 0.6912 0.0416
C 0.1906 -0.6505 -0.3610
C 1.7099 -0.6243 -0.2564
N 2.1188 -0.2006 1.0653
C 3.3487 -0.7583 1.5923
C 4.5216 -0.4495 0.6993
C 4.8389 0.8725 0.4152
C 5.8981 1.1651 -0.4243
C 6.6473 0.1443 -0.9813
C 6.3470 -1.1844 -0.7061
C 7.1679 -2.2841 -1.3091
C 5.2772 -1.4654 0.1322
C 1.5282 0.8414 1.6994
O 1.9383 1.2778 2.7626
O -4.8325 -0.2455 -0.7757
H -5.8828 -4.2067 1.0488
H -7.5432 -3.6025 0.7545
H -6.6984 -3.1545 2.2490
H -7.2064 1.7508 0.2292
H -5.3304 2.9268 -1.3288
H -3.3527 0.2357 -3.0149
H -3.0744 1.9443 -2.5798
H -2.8456 2.9033 -0.5585
H -1.6514 4.1403 1.1700
H 0.3909 3.1734 2.2164
H -0.1190 -0.8918 -1.3772
H -0.2161 -1.4155 0.3075
H 2.1249 -1.6190 -0.4361
H 2.1226 0.0562 -1.0156
H 3.4922 -0.3056 2.5783
H 3.2315 -1.8415 1.7093
H 4.2548 1.6656 0.8586
H 6.1435 2.1940 -0.6432
H 7.4757 0.3770 -1.6351
H 6.7788 -3.2603 -1.0310
H 8.2006 -2.2134 -0.9693
H 7.1703 -2.2057 -2.3955
H 5.0327 -2.4959 0.3531
```

The SMILES is COC(=O)c1ccc(COc2cccc3c2CCN(Cc2cccc(C)c2)C3=O)o1. The value obtained for the frontier orbital gap is 9.253 eV. The calculation puts the HOMO energy at -8.729 eV. Its calculated total energy is -1359.33127 Eh.

5.
Density functional theory data (ωB97M-V/def2-TZVPD) for 3 unconnected molecules or ions with the total composition C10H27NO9S4.

Structure (XYZ):
```
51
C10H27NO9S4 (ωB97M-V/def2-TZVPD)
C -1.2810 -4.2242 0.5968
C -0.1043 -3.2589 0.5699
C -0.2505 -2.1648 -0.4897
C 0.9440 -1.2240 -0.4473
N 0.7993 -0.1203 -1.3884
O 1.9920 0.1407 -2.1471
S 2.9422 1.0844 -1.2185
O 3.6423 1.9467 -2.1253
O 4.1049 -0.0458 -0.7575
S 4.7188 -1.0650 -1.9377
H -2.2211 -3.6803 0.5081
H -1.2308 -4.9545 -0.2081
H -1.3142 -4.7513 1.5490
H 0.0036 -2.7720 1.5409
H 0.8325 -3.7898 0.3845
H -0.3091 -2.6113 -1.4849
H -1.1577 -1.6017 -0.2694
H 1.8693 -1.7783 -0.6189
H 1.0123 -0.8062 0.5618
H 0.0468 -0.2644 -2.0465
H 3.9666 -2.1428 -1.6607
O -4.0903 -1.2193 -3.1557
S -3.1477 -0.1612 -3.3453
O -2.3240 0.2549 -2.2503
O -3.8996 1.0995 -3.9402
C -5.0907 1.5520 -3.2510
C -4.7691 2.3580 -2.0101
C -2.1325 -0.4987 -4.7408
H -5.7215 0.6924 -3.0227
H -5.6148 2.1622 -3.9831
H -4.3189 1.7372 -1.2371
H -5.6842 2.7952 -1.6106
H -4.0678 3.1582 -2.2443
H -2.7696 -0.7630 -5.5795
H -1.4904 -1.3348 -4.4712
H -1.5368 0.3833 -4.9604
O 0.5917 1.0035 4.1426
S 1.4617 2.1202 4.3548
O 1.4961 3.1827 3.4011
O 2.9341 1.5768 4.5972
C 3.4540 0.6405 3.6240
C 3.9374 1.3152 2.3584
C 1.2017 2.7870 5.9606
H 2.6922 -0.1111 3.4120
H 4.2762 0.1404 4.1316
H 3.1074 1.7482 1.8010
H 4.4365 0.5857 1.7222
H 4.6350 2.1197 2.5905
H 1.2280 1.9773 6.6839
H 0.2229 3.2607 5.9502
H 1.9769 3.5210 6.1611
```

The value obtained for the frontier orbital gap is 9.557 eV. The calculation puts the HOMO energy at -9.188 eV. Its calculated total energy is -2721.75080 Eh.

6.
Density functional theory data (ωB97M-V/def2-TZVPD) for a molecular structure, C15H8CrN2O6S3.

Structure (XYZ):
```
35
C15H8CrN2O6S3 (ωB97M-V/def2-TZVPD)
Cr -0.7740 0.1418 1.6546
O 2.3421 2.5009 2.9937
C 1.1607 1.9800 2.5776
O 1.0984 0.7240 2.3559
C 0.0525 2.8308 2.4172
C -0.1176 4.2235 2.6471
C -1.3670 4.7611 2.4608
C -2.4767 3.9805 2.0617
C -2.2398 2.6315 1.8410
N -1.0368 2.1244 1.9959
C -3.2546 1.5624 1.4395
O -4.4144 1.8767 1.2323
O -2.7477 0.3735 1.3525
H 2.9591 1.7546 2.9895
H 0.7130 4.8373 2.9664
H -1.5092 5.8219 2.6339
H -3.4664 4.3881 1.9274
S -0.8027 -3.3423 2.4668
C -0.8380 -1.8556 2.1770
O 3.2399 -3.3439 -0.4381
S 1.8108 -3.3398 -0.5934
O 1.0889 -4.4676 -0.0562
N 1.1648 -1.9449 -0.0589
C 0.6430 -1.2280 -1.0218
S -0.1113 0.2685 -0.8550
C 0.7498 -1.8732 -2.3839
C 0.2848 -1.4189 -3.6063
C 0.4862 -2.2206 -4.7218
C 1.1287 -3.4526 -4.6173
C 1.5891 -3.9125 -3.3894
C 1.3852 -3.0952 -2.2961
H -0.2250 -0.4665 -3.6676
H 0.1347 -1.8894 -5.6910
H 1.2655 -4.0609 -5.5027
H 2.0840 -4.8695 -3.2914
```

The value obtained for the frontier orbital gap (spin up / spin down) is 5.298 / 7.580 eV. Its net charge is -1. The calculation puts the HOMO energy (spin up / spin down) at -3.056 / -5.725 eV. Its calculated total energy is -3376.51931 Eh. As for the spin multiplicity: 6.

Q: Number 2 is which compound?
A: C5H8O